Formula: C2H3N3O2
Source: the OMol25 dataset
Level of theory: ωB97M-V with the def2-TZVPD basis set

As for the structure (SMILES): NC(=O)N1NC1=O. As for the calculated total energy: -392.62338 Ha. The gap between HOMO and LUMO comes out at 10.40 eV. For the HOMO energy, the calculation gives -10.1 eV.

The geometry in ORCA input format:
```
! RIJCOSX wB97M-V def2-TZVPD def2/J DEFGRID3
* xyz 0 1
N 1.560 0.783 -0.080
C 0.816 -0.306 0.244
O 1.253 -1.397 0.457
N -0.640 0.237 0.569
N -0.961 -0.931 -0.488
C -1.877 -0.117 0.209
O -3.029 0.092 0.365
H 2.542 0.731 0.144
H 1.169 1.698 0.071
H -0.833 -0.789 -1.492
*
```